No. 1
The following is a DFT calculation (ωB97M-V/def2-TZVPD) of a single C5H9NO molecule.

Geometry (Å):
O -1.0110 -0.7029 1.7586
C -0.2601 0.4177 1.3644
C 1.0396 0.0798 0.5934
C 0.2866 0.3927 -0.7177
C 0.3733 -1.8320 -1.8187
N -0.2908 -0.7898 -1.3790
C -0.7767 1.1340 0.0916
H -1.0509 -1.3179 1.0127
H -0.1523 1.0436 2.2506
H 1.4498 -0.9267 0.7413
H 1.8358 0.8112 0.7668
H 1.3328 -1.7984 -1.2488
H 0.8201 0.9386 -1.4960
H -1.1852 -0.5943 -1.8246
H -0.5924 2.2083 0.0938
H -1.8188 0.9363 -0.1883

Results
Calculated total energy, Ha: -325.792800
Spin multiplicity: 1

---

No. 2
The following is a DFT calculation (ωB97M-V/def2-TZVPD) of 2 unconnected molecules or ions with the total composition C5H9NO.

Geometry (Å):
C -1.1714 -2.8200 -0.4882
C 0.0994 -0.0444 -0.4262
C -0.1206 -0.2943 -1.8618
C -0.6720 1.1105 0.0978
C 0.8720 -0.5023 1.6750
N 0.7408 -0.8324 0.2928
O -0.3461 -3.5732 -0.3905
H -1.1435 -0.5409 -1.8797
H 0.5216 -1.0556 -2.4248
H 0.0875 0.6340 -2.4443
H 0.1397 1.8058 0.5511
H -1.2457 0.7342 0.9457
H -1.2133 1.7193 -0.6672
H 0.9493 -1.4372 2.2970
H 1.6916 0.1439 1.9177
H -0.0174 0.0325 2.0542

Results
Calculated total energy, Ha: -325.860172
Spin multiplicity: 1

---

> Which value of calculated total energy does entry 1 give?

-325.792800 Ha

---

> What is the calculated total energy in the first record?

-325.792800 Ha

---

> What is the formula in the second record?

C5H9NO